(1)
Computed, not measured: C32H47AgAsN3OSb as an isolated structure, with ωB97M-V/def2-TZVPD.

XYZ file:
```
86
C32H47AgAsN3OSb (ωB97M-V/def2-TZVPD)
Ag -2.137 0.871 -0.426
C -1.416 0.501 1.486
C -0.587 0.261 2.364
C 0.370 -0.018 3.372
C 0.662 -1.398 3.648
C 1.250 -1.883 4.842
C 1.480 -3.229 5.052
C 1.148 -4.187 4.100
C 0.548 -3.742 2.926
C 0.305 -2.401 2.714
C 0.923 1.102 4.093
C 0.265 2.354 4.080
C 0.791 3.470 4.701
C 2.008 3.415 5.373
C 2.683 2.200 5.391
C 2.162 1.077 4.773
H 1.487 -1.193 5.640
H 1.922 -3.536 5.995
H 1.345 -5.238 4.269
H 0.276 -4.455 2.153
H -0.157 -2.071 1.791
H -0.676 2.427 3.549
H 0.240 4.403 4.660
H 2.421 4.290 5.858
H 3.646 2.122 5.884
H 2.750 0.169 4.777
C -4.430 -0.184 -5.550
C -3.957 -0.785 -4.237
Sb -2.941 0.577 -2.924
C -3.717 2.460 -3.647
C -3.010 3.119 -4.822
C -0.995 0.551 -3.842
C -0.876 0.266 -5.329
H -4.967 -0.931 -6.142
H -3.595 0.172 -6.150
H -5.107 0.657 -5.399
H -3.241 -1.588 -4.377
H -4.789 -1.216 -3.680
H -3.670 3.094 -2.757
H -4.778 2.321 -3.868
H -1.947 3.264 -4.621
H -3.438 4.102 -5.041
H -3.089 2.521 -5.730
H -0.470 -0.212 -3.264
H -0.528 1.504 -3.572
H -1.319 -0.698 -5.586
H 0.176 0.227 -5.627
H -1.358 1.030 -5.940
C 2.406 1.625 -2.009
As 1.043 1.155 -0.662
C 1.572 2.477 0.674
C 1.857 -0.447 0.149
C 3.304 -0.329 0.475
C 3.697 0.190 1.709
C 5.037 0.336 2.021
C 6.016 -0.039 1.109
C 5.637 -0.566 -0.117
C 4.294 -0.708 -0.429
H 3.417 1.621 -1.599
H 2.169 2.627 -2.371
H 2.357 0.937 -2.854
H 2.656 2.564 0.733
H 1.167 2.184 1.641
H 1.143 3.442 0.398
H 1.650 -1.286 -0.521
H 1.271 -0.592 1.059
H 2.938 0.469 2.429
H 5.317 0.737 2.986
H 7.064 0.071 1.356
H 6.392 -0.871 -0.832
H 4.003 -1.121 -1.389
C -2.317 -5.134 -0.147
N -2.426 -4.274 -1.300
C -1.940 -2.994 -1.376
N -1.404 -2.492 -0.246
O -1.968 -2.378 -2.440
H -2.813 -6.077 -0.367
H -2.820 -4.701 0.720
H -1.278 -5.345 0.126
H -2.655 -4.668 -2.196
H -1.551 -2.942 0.642
H -1.278 -1.481 -0.181
N -3.809 2.975 0.251
H -3.461 2.585 1.124
H -4.822 2.944 0.266
H -3.527 3.947 0.206
```

Values from the calculation:
- Net charge: -1
- 2S+1: 1
- Calculated total energy: -4110.0208 Ha
- Frontier orbital gap: 4.528 eV
- M: 794.30 g/mol

=====

(2)
Computed, not measured: C32H47CdNPSi2 as an isolated structure, with ωB97M-V/def2-TZVPD.

XYZ file:
```
84
C32H47CdNPSi2 (ωB97M-V/def2-TZVPD)
Cd 0.244 -0.034 -1.066
C -3.696 1.095 -3.198
C -3.615 1.148 -1.674
C -3.145 2.522 -1.204
P -2.449 -0.131 -1.037
C -3.166 -1.735 -1.645
C -4.680 -1.928 -1.552
C -2.451 -2.910 -0.981
C -2.700 -0.065 0.754
C -3.957 -0.226 1.337
C -4.185 -0.122 2.699
C -5.559 -0.287 3.290
C -3.073 0.173 3.495
C -1.818 0.371 2.968
C -1.574 0.274 1.568
N -0.378 0.528 1.003
C 0.656 1.059 1.808
C 1.634 0.237 2.376
C 1.579 -1.251 2.186
C 2.676 0.815 3.094
C 2.776 2.189 3.270
C 3.944 2.789 4.006
C 1.792 2.990 2.706
C 0.742 2.447 1.975
C -0.290 3.327 1.332
H -4.328 1.902 -3.579
H -4.107 0.152 -3.562
H -2.703 1.217 -3.638
H -4.604 0.952 -1.246
H -2.153 2.747 -1.604
H -3.083 2.575 -0.117
H -3.834 3.298 -1.550
H -2.887 -1.730 -2.705
H -4.981 -2.167 -0.532
H -4.980 -2.773 -2.178
H -5.250 -1.058 -1.879
H -2.595 -2.885 0.102
H -1.380 -2.886 -1.172
H -2.854 -3.856 -1.354
H -4.807 -0.425 0.694
H -6.238 -0.752 2.572
H -6.003 0.670 3.583
H -5.544 -0.919 4.181
H -3.201 0.256 4.572
H -0.990 0.610 3.624
H 1.973 -1.535 1.205
H 0.557 -1.627 2.238
H 2.184 -1.758 2.939
H 3.434 0.166 3.524
H 4.217 2.189 4.876
H 3.718 3.799 4.350
H 4.826 2.851 3.363
H 1.852 4.069 2.817
H -0.062 4.381 1.498
H -1.289 3.120 1.724
H -0.332 3.137 0.257
C 3.098 2.523 -0.778
Si 2.354 1.127 -1.820
C 2.620 1.662 -3.619
C 3.557 -0.362 -1.601
C 4.928 -0.063 -1.582
C 5.901 -1.042 -1.457
C 5.517 -2.371 -1.351
C 4.169 -2.689 -1.366
C 3.167 -1.715 -1.484
Si 1.334 -2.293 -1.535
C 1.205 -3.774 -0.327
C 1.176 -3.083 -3.255
H 4.043 2.885 -1.198
H 3.278 2.185 0.246
H 2.407 3.367 -0.722
H 3.694 1.745 -3.821
H 2.158 2.634 -3.810
H 2.197 0.944 -4.325
H 5.247 0.972 -1.665
H 6.951 -0.769 -1.442
H 6.263 -3.153 -1.255
H 3.885 -3.735 -1.281
H 2.145 -3.946 0.201
H 0.953 -4.694 -0.866
H 0.433 -3.613 0.427
H 1.855 -3.939 -3.339
H 1.442 -2.364 -4.034
H 0.160 -3.434 -3.453
```

Values from the calculation:
- Net charge: -1
- 2S+1: 1
- Calculated total energy: -2390.5131 Ha
- Frontier orbital gap: 5.928 eV
- M: 645.29 g/mol

=====

(3)
Computed, not measured: C32H47Cl3MnN3O3SSi as an isolated structure at a distorted geometry, with ωB97M-V/def2-TZVPD.

XYZ file:
```
91
C32H47Cl3MnN3O3SSi (ωB97M-V/def2-TZVPD)
C -2.434 -3.114 2.093
C -3.533 -2.577 1.227
H -2.213 -2.327 2.823
H -1.514 -3.291 1.551
H -2.750 -4.016 2.621
C -4.825 -2.570 1.615
C -5.306 -2.889 2.986
H -5.612 -2.152 0.978
H -4.958 -2.122 3.707
H -5.075 -3.902 3.359
H -6.401 -2.813 2.955
Mn -0.941 -0.156 1.309
Cl 0.189 -1.900 0.271
Cl -1.873 1.167 2.864
C 3.795 -0.019 -3.847
O 3.493 1.100 -3.437
N 3.729 -0.386 -5.160
C 3.058 0.454 -6.139
C 4.087 -1.741 -5.568
H 4.139 -0.854 -3.191
H 3.178 1.493 -5.833
H 1.983 0.232 -6.196
H 3.492 0.248 -7.123
H 4.656 -2.212 -4.756
H 4.681 -1.721 -6.491
H 3.166 -2.318 -5.734
H -2.599 2.514 4.582
H -1.836 3.745 2.007
C -2.118 3.434 4.937
C -1.547 4.500 2.755
N -1.096 3.895 4.001
H -1.647 3.203 5.896
C 0.127 3.311 3.993
O 0.919 3.367 3.035
H -0.725 5.094 2.343
H 0.364 2.763 4.930
H -2.887 4.202 5.034
H -2.412 5.124 2.983
O -2.583 -0.597 0.779
C -3.080 -1.691 0.088
C -4.688 0.103 -0.754
C -4.172 -1.193 -0.872
H -4.277 0.752 0.027
C -5.757 0.494 -1.558
H -2.303 -2.227 -0.434
C -4.644 -2.026 -1.902
H -6.167 1.479 -1.395
C -6.200 -0.316 -2.624
C -5.647 -1.597 -2.781
H -4.248 -3.044 -1.983
H -6.945 0.044 -3.334
H -5.925 -2.219 -3.659
Si -0.775 -1.212 -3.842
Cl -1.472 -3.030 -3.352
C -2.169 0.054 -4.192
C 0.930 -1.709 -4.576
C -0.096 -0.220 -2.374
H -2.915 -0.254 -4.939
H -1.783 1.037 -4.478
H -2.684 0.266 -3.236
H -0.939 -0.089 -1.673
H 0.289 0.742 -2.707
H 0.697 -0.820 -1.911
H 0.911 -2.396 -5.454
H 1.468 -2.218 -3.752
H 1.479 -0.783 -4.726
N 0.785 0.583 1.710
S 2.070 -0.324 2.152
C 3.295 0.046 0.893
C 3.300 1.243 0.178
C 4.353 1.497 -0.707
C 5.386 0.573 -0.856
C 5.374 -0.629 -0.144
C 4.323 -0.890 0.728
C 2.798 0.414 3.609
C 2.994 -0.453 4.696
C 3.733 -0.009 5.785
C 4.227 1.296 5.810
C 3.957 2.167 4.751
C 3.260 1.726 3.626
H 0.824 1.549 2.043
H 2.496 1.969 0.304
H 4.354 2.417 -1.295
H 6.207 0.798 -1.534
H 6.174 -1.358 -0.279
H 4.278 -1.812 1.297
H 2.586 -1.461 4.652
H 3.951 -0.688 6.604
H 4.838 1.641 6.644
H 4.304 3.199 4.774
H 3.072 2.406 2.792
```

Values from the calculation:
- 2S+1: 5
- Calculated total energy: -4856.8731 Ha
- Frontier orbital gap (alpha / beta): 7.564 / 8.010 eV
- M: 743.20 g/mol

=====

(4)
Computed, not measured: C32H47N11O12P as an isolated structure at a distorted geometry, with ωB97M-V/def2-TZVPD.

XYZ file:
```
103
C32H47N11O12P (ωB97M-V/def2-TZVPD)
P 0.103 -0.221 -0.070
O 0.209 0.951 -0.887
O -0.966 -1.247 -0.529
O -0.391 0.176 1.241
O 1.448 -0.852 0.067
N 0.287 3.276 1.007
C 0.175 3.661 2.308
C 0.438 5.190 2.454
C 0.452 5.592 0.907
C 0.401 4.460 0.100
H 0.082 2.241 0.662
H -0.065 2.737 2.919
H 0.660 6.029 3.258
H 0.847 6.475 0.488
H 0.475 4.132 -0.892
N -1.199 -3.672 -0.449
C -0.120 -4.492 -0.798
C -0.697 -5.949 -0.702
C -2.078 -5.814 -0.141
C -2.389 -4.305 -0.063
H -1.070 -2.575 -0.412
H 0.821 -4.073 -1.034
H -0.072 -6.827 -0.685
H -2.739 -6.548 0.172
H -3.327 -3.817 0.234
N -0.984 1.016 4.214
C -0.703 0.150 5.356
C -1.479 0.787 6.530
C -2.111 2.064 6.075
C -1.826 2.018 4.525
H -0.746 0.627 3.171
H -0.179 -0.725 5.504
H -1.650 0.478 7.440
H -2.703 2.636 6.441
H -2.301 2.699 3.884
N 3.493 0.272 -0.768
C 3.404 1.475 -1.414
C 4.800 1.977 -1.771
C 5.634 0.962 -1.140
C 4.783 -0.121 -0.454
H 2.623 -0.352 -0.510
H 2.281 1.904 -1.611
H 5.054 2.927 -2.281
H 6.696 0.822 -1.301
H 4.741 -0.857 0.268
N 0.209 2.136 -3.221
C -0.916 2.885 -3.564
C -0.673 3.322 -5.074
C 0.625 2.666 -5.455
C 1.146 2.001 -4.197
H 0.149 1.703 -2.271
H -1.794 3.045 -2.884
H -1.408 3.822 -5.592
H 1.209 2.821 -6.434
H 2.122 1.493 -3.883
N 3.016 -2.769 0.182
C 3.613 -3.350 1.314
C 4.389 -4.553 0.812
C 4.292 -4.514 -0.790
C 3.338 -3.393 -1.056
H 2.239 -1.861 0.262
H 3.593 -2.998 2.430
H 5.074 -5.351 1.070
H 4.766 -5.194 -1.534
H 3.058 -2.952 -2.004
N -2.803 -0.854 -2.135
C -2.852 -0.191 -3.289
C -4.107 -0.312 -3.961
C -4.964 -1.272 -3.074
C -3.997 -1.546 -1.907
H -1.872 -0.844 -1.416
H -1.709 0.152 -3.450
H -4.532 0.243 -4.798
H -5.942 -1.453 -3.231
H -4.205 -1.994 -1.034
C 2.534 0.536 3.199
N 3.439 0.974 4.285
O 3.149 2.088 4.718
O 4.238 0.188 4.778
H 3.058 -0.387 2.760
H 2.424 1.169 2.390
H 1.422 0.369 3.430
C 0.882 -1.462 -2.924
N 1.134 -1.904 -4.233
O 1.626 -1.206 -5.048
O 0.940 -3.108 -4.578
H 0.142 -0.561 -2.857
H 1.907 -0.982 -2.552
H 0.573 -2.160 -2.392
C -3.105 -1.178 3.022
N -4.563 -0.991 2.679
O -5.223 -1.881 2.183
O -4.936 0.146 2.919
H -2.871 -0.670 4.102
H -2.602 -0.766 2.286
H -2.874 -2.197 3.068
C -3.044 1.871 -0.424
N -3.397 3.334 -0.244
O -4.114 3.671 0.525
O -3.022 4.096 -1.081
H -2.143 1.693 -1.228
H -3.980 1.552 -0.475
H -2.775 1.572 0.603
```

Values from the calculation:
- Net charge: -3
- 2S+1: 1
- Calculated total energy: -3093.2446 Ha
- Frontier orbital gap: 6.592 eV
- M: 808.77 g/mol

=====

(5)
Computed, not measured: C32H47N3O2PSSiTa as an isolated structure at a distorted geometry, with ωB97M-V/def2-TZVPD.

XYZ file:
```
88
C32H47N3O2PSSiTa (ωB97M-V/def2-TZVPD)
Ta -0.038 0.734 0.952
N 1.664 1.787 2.405
C 0.938 2.585 3.445
C -0.400 2.902 2.821
O -0.934 3.931 2.627
O -0.885 1.664 2.374
H 2.382 1.233 2.865
H 2.142 2.445 1.793
H 1.459 3.492 3.742
H 0.781 1.951 4.315
C 0.582 5.689 -2.312
Si 0.780 4.168 -3.356
C -0.835 3.529 -4.010
C 1.975 4.422 -4.754
C 1.598 2.850 -2.217
C 2.942 2.506 -2.371
C 3.601 1.618 -1.517
C 2.890 1.046 -0.495
N 1.588 1.346 -0.335
C 0.963 2.225 -1.148
S -0.700 2.514 -0.594
H 0.218 6.518 -2.923
H 1.533 5.995 -1.873
H -0.138 5.539 -1.504
H -1.232 4.259 -4.721
H -1.591 3.381 -3.238
H -0.697 2.587 -4.542
H 1.505 5.049 -5.515
H 2.249 3.481 -5.237
H 2.889 4.932 -4.444
H 3.507 2.947 -3.184
H 4.648 1.383 -1.647
H 3.330 0.349 0.208
C -2.244 -1.957 4.839
C -1.922 -0.849 3.835
C -3.131 -0.557 2.942
P -0.470 -1.222 2.785
C 0.923 -1.861 3.788
C 2.115 -2.127 2.867
C 1.291 -0.929 4.940
C -0.927 -2.570 1.708
C -1.221 -3.873 2.109
C -1.581 -4.842 1.182
C -1.904 -6.248 1.602
C -1.635 -4.467 -0.161
C -1.323 -3.184 -0.581
C -0.958 -2.234 0.364
N -0.530 -0.913 -0.008
C -0.442 -0.687 -1.447
C 0.735 -1.040 -2.116
C 1.871 -1.754 -1.436
C 0.797 -0.809 -3.485
C -0.285 -0.293 -4.190
C -0.193 -0.072 -5.673
C -1.467 -0.030 -3.499
C -1.575 -0.228 -2.132
C -2.890 -0.020 -1.438
H -3.035 -1.611 5.506
H -1.393 -2.234 5.462
H -2.614 -2.848 4.333
H -1.648 0.062 4.377
H -3.423 -1.448 2.384
H -2.957 0.257 2.236
H -3.977 -0.262 3.564
H 0.572 -2.814 4.196
H 2.508 -1.187 2.459
H 1.854 -2.782 2.034
H 2.923 -2.602 3.423
H 1.710 0.009 4.568
H 2.054 -1.392 5.565
H 0.442 -0.693 5.581
H -1.169 -4.144 3.157
H -1.757 -6.390 2.671
H -1.275 -6.965 1.074
H -2.941 -6.493 1.368
H -1.918 -5.203 -0.904
H -1.356 -2.937 -1.633
H 1.802 -2.825 -1.638
H 1.864 -1.640 -0.351
H 2.834 -1.417 -1.820
H 1.705 -1.068 -4.019
H 0.733 0.439 -5.939
H -1.032 0.516 -6.042
H -0.197 -1.026 -6.202
H -2.331 0.328 -4.046
H -3.586 0.514 -2.082
H -2.799 0.548 -0.510
H -3.343 -0.981 -1.180
```

Values from the calculation:
- Net charge: +2
- 2S+1: 1
- Calculated total energy: -2648.0463 Ha
- Frontier orbital gap: 6.465 eV
- M: 777.82 g/mol

=====

> Which of these has the lowest calculated total energy?

C32H47Cl3MnN3O3SSi